13
Properties=species:S:1:pos:R:3:lowdin_charge:R:1 method="wB97M-V/def2-TZVPD" de_lowest_ev=1.715 homo_energy_ev=-9.22 smiles=C[C@H]1C[C@H]1O fmax_ev_per_a=1.35 homo_lumo_gap_ev=10.22
C -1.6085 0.0245 0.0065 -0.0707
C -0.1960 0.6039 -0.2048 -0.2687
C 0.8099 0.2646 0.8652 -0.0933
C 1.1487 -0.0497 -0.5594 -0.3331
O 1.1481 -1.2753 -1.2171 -0.0098
H -2.1195 0.6783 0.7394 0.0793
H -1.6212 -0.9817 0.4444 0.0703
H -2.2461 0.0382 -0.8848 0.0677
H -0.2796 1.6064 -0.5980 0.1179
H 1.3503 1.1057 1.2822 0.0983
H 0.5893 -0.5456 1.5587 0.1101
H 2.0672 0.4962 -0.8452 0.1478
H 0.9574 -1.9654 -0.5870 0.0842

13
Properties=species:S:1:pos:R:3:lowdin_charge:R:1 method="wB97M-V/def2-TZVPD" de_lowest_ev=4.029 homo_energy_ev=-9.17 smiles=CC[C@H]1CO1 fmax_ev_per_a=4.74 homo_lumo_gap_ev=10.26
C -1.6084 0.6620 0.3364 -0.0939
C -0.5892 -0.4417 0.0601 -0.2746
C 0.6852 0.0125 -0.5283 -0.3542
C 1.9144 -0.0351 0.2444 -0.1055
O 1.6078 -1.0368 -0.7209 -0.0364
H -2.2310 0.6345 1.2380 0.0646
H -1.4674 1.6658 -0.0833 0.0683
H -1.9211 -0.1096 -0.4646 0.0632
H -1.0536 -1.1966 -0.8692 0.1692
H -0.5296 -1.1435 0.8804 0.1183
H 0.5920 0.7191 -1.3604 0.1543
H 2.7382 0.6228 -0.0174 0.1099
H 1.8627 -0.3534 1.2848 0.1169

13
Properties=species:S:1:pos:R:3:lowdin_charge:R:1 method="wB97M-V/def2-TZVPD" de_lowest_ev=9.365 homo_energy_ev=-7.75 fmax_ev_per_a=5.36 homo_lumo_gap_ev=5.23
C 2.2488 -0.1862 -0.2128 0.0199
C 0.8049 -0.5761 0.2584 -0.0822
C -0.4285 0.0085 -0.3209 -0.6165
O -1.6039 -0.6908 -0.4770 -0.1881
C -1.0227 1.1160 0.5850 -0.1010
H 2.5644 -1.0905 -0.7369 0.0588
H 1.4621 0.4309 0.9131 0.2192
H 2.9674 0.7354 -0.7381 0.1644
H 0.6365 -1.3935 0.9948 0.1478
H -0.1090 0.5477 -1.2829 0.1626
H -1.4806 0.5903 1.4132 0.0704
H -0.4828 1.9521 0.9993 0.0551
H -1.9394 1.4265 0.0473 0.0896

13
Properties=species:S:1:pos:R:3:lowdin_charge:R:1 method="wB97M-V/def2-TZVPD" de_lowest_ev=3.081 homo_energy_ev=-9.51 smiles=CC1(C)CO1 fmax_ev_per_a=5.13 homo_lumo_gap_ev=10.50
C 0.1651 1.4522 -0.3125 -0.0464
C -0.3121 0.0015 -0.0645 -0.4993
C 1.0662 -1.1933 -0.4235 0.0181
C -1.3864 -0.3272 1.0027 0.0133
O -1.4484 -0.4888 -0.5159 -0.0292
H 0.5658 1.6354 -1.3208 0.0692
H 1.0752 1.7142 0.2878 0.0912
H -0.7206 2.1077 -0.2210 0.0808
H 0.6623 -2.1342 -0.8493 0.0515
H 1.4807 -1.3441 0.4891 -0.0213
H 1.8910 -0.7494 -1.1753 0.0937
H -1.2147 -1.1865 1.6480 0.1010
H -1.8241 0.5124 1.4551 0.0775

13
Properties=species:S:1:pos:R:3:lowdin_charge:R:1 method="wB97M-V/def2-TZVPD" de_lowest_ev=3.366 homo_energy_ev=-8.79 smiles="CC=O.C=C" fmax_ev_per_a=4.23 homo_lumo_gap_ev=9.70
C -3.5471 0.0115 -0.8700 -0.0692
C -2.3515 -0.8936 -0.5599 -0.2897
O -1.5125 -1.3520 -1.3709 -0.0125
H -3.1984 0.8048 -1.5847 0.0991
H -4.3221 -0.6230 -1.3559 0.0871
H -4.0339 0.2793 0.0616 0.0601
H -2.2440 -1.0841 0.5836 0.1250
C 3.2433 0.7964 1.5113 -0.1134
C 4.4047 1.3690 1.1874 -0.1129
H 2.4240 0.5462 0.8545 0.0348
H 3.0526 0.3949 2.5633 0.0696
H 4.9144 0.7546 0.3894 0.0688
H 5.0109 2.0428 1.8427 0.0533

13
Properties=species:S:1:pos:R:3:lowdin_charge:R:1 method="wB97M-V/def2-TZVPD" de_lowest_ev=3.370 homo_energy_ev=-9.04 fmax_ev_per_a=1.96 homo_lumo_gap_ev=9.31
C -0.2588 -0.8841 1.6435 -0.0134
C 0.6168 0.0042 -0.6182 -0.0672
C 0.2312 1.3071 -1.2960 -0.0732
C -0.4555 -0.5716 0.1799 -0.6755
O -1.5970 -0.4011 -0.2940 -0.0341
H -0.4783 0.0777 2.1249 0.0967
H -1.0018 -1.6127 1.9651 0.0823
H 0.7506 -1.1887 1.9283 0.0808
H 1.6618 -0.2693 -0.6729 0.1018
H -0.0981 1.2260 -2.3260 0.0775
H 1.0784 2.0147 -1.2703 0.0849
H -0.6143 1.7313 -0.7334 0.0874
H 0.1651 -1.4336 -0.6308 0.2520

13
Properties=species:S:1:pos:R:3:lowdin_charge:R:1 method="wB97M-V/def2-TZVPD" de_lowest_ev=3.263 homo_energy_ev=-8.20 smiles="C1=COCC1.[H][H]" fmax_ev_per_a=1.10 homo_lumo_gap_ev=9.20
C -0.4333 -0.5869 -0.2906 -0.1479
C -0.1636 0.6361 -0.8141 -0.2225
O 0.7985 1.2987 -0.1408 -0.0718
C 1.1773 0.4508 0.9711 -0.1678
C -0.0110 -0.4681 1.1539 -0.1810
H -0.5612 -1.5484 -0.7817 0.0877
H -0.6603 1.2569 -1.5592 0.0962
H 1.3376 1.1652 1.7682 0.1188
H 2.0706 -0.1457 0.7208 0.1301
H 0.2073 -1.4144 1.6389 0.1084
H -0.8170 0.0240 1.7286 0.1186
H -1.6886 -0.4646 -1.9320 0.0616
H -1.2563 -0.2035 -2.4631 0.0695

13
Properties=species:S:1:pos:R:3:lowdin_charge:R:1 method="wB97M-V/def2-TZVPD" de_lowest_ev=5.500 homo_energy_ev=-7.93 fmax_ev_per_a=0.41 homo_lumo_gap_ev=8.84
C -1.2952 0.9177 0.2029 -0.0958
C 0.0626 -0.6221 -0.9220 -0.1782
C 1.2961 -0.0540 -0.3151 -0.1330
C 0.6806 -0.7526 0.9109 -0.1734
O -0.0645 -1.5614 -0.0005 -0.0380
H -2.1989 0.3493 -0.0309 0.0294
H -1.5211 1.5325 1.0888 0.0306
H -1.0847 1.6185 -0.6093 0.0234
H -0.4028 -0.7059 -1.8968 0.1362
H 2.1660 -0.6272 -0.6562 0.1209
H 1.4817 1.0189 -0.3224 0.1140
H -0.3632 0.2206 0.9076 0.0593
H 1.2435 -1.3344 1.6431 0.1048

13
Properties=species:S:1:pos:R:3:lowdin_charge:R:1 method="wB97M-V/def2-TZVPD" de_lowest_ev=6.447 homo_energy_ev=-10.12 fmax_ev_per_a=5.02 homo_lumo_gap_ev=10.69
C 1.6976 0.7037 0.0991 -0.0776
C 0.6640 -0.4090 -0.4193 -0.3143
C -0.7360 -0.3269 -0.3935 -0.5475
C -1.5492 0.8574 0.1064 -0.0916
H 2.7298 0.1327 0.3689 0.1104
H 1.3625 1.2202 1.1097 0.0967
H 1.8217 1.4339 -0.7325 0.0632
H 1.1589 -1.0327 -1.2739 0.1602
H -1.1480 -0.8550 -1.2422 0.1180
H -0.5956 1.9185 0.1032 0.1520
H -1.9775 0.3391 1.4556 0.1925
H -2.7774 1.0072 -0.8364 0.1784
O -0.1291 -1.1394 0.5865 -0.0404